[1]
92
Properties=species:S:1:pos:R:3:forces:R:3 method="wB97M-V/def2-TZVPD" largest_force_ev_per_a=5.04 multiplicity=3 total_charge=+1 e_lumo_ev="-6.33 / -5.81" s2=2.3923 e_homo_ev="-8.56 / -9.46"
Au -0.398 0.797 -1.881 1.0 1.6 4.7
C -0.214 -3.440 2.549 1.5 0.0 -1.3
C 1.074 -3.184 2.003 -1.2 -0.2 0.5
C 0.813 -1.872 3.875 -1.9 -0.8 0.2
C -0.369 -2.635 3.712 1.5 1.7 0.9
C 1.716 -2.225 2.837 -0.4 -0.4 -0.3
C -1.233 -4.360 2.007 -0.2 -0.5 -0.2
H -0.824 -4.954 1.179 -0.1 0.1 0.2
H -2.120 -3.823 1.626 0.2 0.0 0.2
H -1.592 -5.059 2.782 0.1 0.2 -0.3
C -1.561 -2.573 4.578 -0.3 -0.1 0.4
H -2.268 -1.798 4.246 0.1 -0.2 0.1
H -1.267 -2.326 5.605 -0.2 -0.1 -0.2
H -2.090 -3.534 4.578 0.0 0.2 0.1
C 1.048 -0.867 4.925 0.2 0.4 0.4
H 0.613 -1.180 5.880 0.1 0.1 -0.1
H 0.604 0.105 4.672 0.1 -0.1 0.0
H 2.119 -0.707 5.072 -0.1 0.0 0.1
C 3.084 -1.698 2.694 0.5 0.1 -0.1
H 3.707 -1.967 3.563 -0.2 0.0 -0.2
H 3.078 -0.599 2.641 0.0 -0.3 0.1
H 3.562 -2.091 1.789 0.0 0.2 0.3
C 1.653 -3.844 0.818 0.3 -0.3 -0.4
H 2.126 -4.804 1.081 0.0 0.2 -0.2
H 2.419 -3.212 0.355 -0.1 -0.2 0.0
H 0.881 -4.059 0.068 0.2 0.0 0.1
C -2.103 0.673 -3.040 -2.7 -1.7 -1.4
C -1.759 -0.706 -3.008 -1.6 -0.1 -1.0
C -0.809 -1.507 -3.855 0.3 -0.9 -0.9
C 0.719 -1.264 -3.597 -0.3 0.0 0.7
C 1.023 0.168 -3.205 1.2 1.7 -3.0
C 0.391 1.360 -3.744 2.3 -1.3 -1.4
C -0.618 1.343 -4.898 0.3 0.0 -0.1
C -2.026 1.535 -4.309 0.6 0.2 0.4
H -0.922 -1.472 -4.950 -0.5 0.3 0.3
H 1.314 -1.588 -4.475 -0.3 0.3 0.4
H -1.044 -2.563 -3.619 0.4 0.4 -0.1
H -2.806 1.241 -5.029 0.1 -0.1 0.4
H -2.839 0.962 -2.271 -0.1 -0.1 -0.7
H -2.499 -1.415 -2.512 0.9 0.9 0.8
H -2.201 2.605 -4.078 0.1 -0.6 0.0
H -0.384 2.129 -5.647 -0.1 -0.4 0.6
H 1.014 2.270 -3.627 -0.8 -0.5 0.0
H -0.513 0.378 -5.429 -0.3 0.6 0.2
H 1.019 -1.900 -2.744 0.1 0.2 -0.4
H 2.044 0.404 -2.867 -0.5 -0.5 0.4
P -3.550 -3.082 -2.012 -0.7 -0.7 -0.6
P 3.381 2.768 0.747 1.2 0.9 1.7
C 2.653 3.261 -1.592 0.1 0.5 -1.7
C 3.892 3.493 -0.873 -0.1 -0.4 0.4
H 1.915 4.041 -1.660 -0.2 0.0 0.1
H 2.668 2.512 -2.369 -0.2 -0.1 0.0
H 4.742 2.877 -1.188 -0.1 0.5 -0.4
H 4.139 4.562 -0.716 0.0 -0.7 0.0
C 5.122 2.595 1.378 0.2 0.1 0.5
H 5.288 1.609 1.834 0.0 0.4 0.0
H 5.309 3.378 2.129 0.1 -0.3 -0.2
H 5.839 2.727 0.552 -0.2 -0.1 0.3
C 2.990 1.029 0.438 0.0 -0.8 -0.4
H 2.571 0.900 -0.560 0.0 -0.2 0.0
H 2.220 0.683 1.134 0.0 0.2 0.0
H 3.868 0.391 0.580 -0.1 0.1 -0.3
C -5.117 -2.900 -2.958 0.0 0.4 0.7
H -5.612 -3.881 -3.086 0.3 0.4 -0.1
H -4.888 -2.445 -3.939 -0.3 -0.2 0.3
H -5.758 -2.235 -2.351 0.1 -0.2 -0.6
C -2.889 -4.505 -2.958 0.7 0.4 0.2
H -1.870 -4.714 -2.579 -0.6 -0.2 -0.3
H -2.853 -4.306 -4.046 -0.1 -0.2 0.5
H -3.569 -5.353 -2.750 0.3 0.2 -0.1
C -1.976 4.520 1.203 0.2 0.3 -0.1
N -0.559 4.263 1.359 0.3 -0.4 0.2
C 0.244 5.464 1.278 -0.1 0.0 0.0
C -0.015 3.139 0.610 0.4 0.1 0.1
C -0.641 1.826 1.020 -0.3 0.0 1.1
C -0.939 1.704 2.388 -0.4 -0.2 0.2
C -1.671 0.619 2.881 -0.2 0.0 -0.6
C -2.050 -0.382 1.980 0.2 -0.4 -0.2
C -1.607 -0.355 0.642 -0.5 0.0 1.1
C -0.946 0.769 0.155 0.4 0.1 -0.8
H -2.231 5.324 1.912 -0.2 -0.3 -0.3
H -2.571 3.626 1.437 0.2 0.3 -0.1
H -2.215 4.880 0.179 -0.1 -0.1 0.2
H -0.146 6.188 1.996 0.1 0.0 0.0
H 1.296 5.258 1.522 -0.3 0.0 -0.1
H 0.187 5.944 0.286 0.1 0.0 -0.1
H -0.071 3.259 -0.490 -0.2 0.1 0.0
H 1.075 3.104 0.852 -0.8 0.1 -0.2
H -0.700 2.528 3.059 0.1 -0.1 -0.2
H -2.010 0.587 3.928 0.3 0.0 -0.6
H -2.702 -1.195 2.314 0.3 0.2 -0.1
H -1.803 -1.215 -0.016 -0.1 0.4 0.3

---

[2]
112
Properties=species:S:1:pos:R:3:forces:R:3 method="wB97M-V/def2-TZVPD" largest_force_ev_per_a=5.37 e_lumo_ev=-1.21 smiles="COCCCCc1ccc2c(c1I)C(=O)N(P(O)(O)=S)C2=O.CCOC(=O)OC.CCOC(=O)OC.CCOC(=O)OC.CCOC(=O)OC.CCOC(=O)OC" e_homo_ev=-9.17
C -5.104 -4.512 -9.400 -0.1 0.9 -0.4
O -4.703 -5.322 -8.263 -1.3 0.4 -0.4
C -5.835 -5.376 -7.359 -0.8 -0.1 0.0
C -5.580 -6.240 -6.037 0.7 0.8 -0.3
C -4.222 -5.872 -5.248 0.1 -0.5 0.9
C -4.487 -5.077 -3.841 0.2 0.4 -1.1
C -4.290 -3.515 -4.139 -0.3 2.3 -0.1
C -5.473 -2.796 -4.890 2.8 2.6 0.6
C -5.399 -1.277 -5.292 3.4 -1.9 2.1
C -4.099 -0.539 -4.908 0.5 -2.8 1.3
C -2.933 -1.230 -4.130 -2.4 -1.1 -0.8
C -2.986 -2.736 -3.719 -3.3 2.4 -2.1
I -1.336 -3.676 -2.680 -1.3 0.8 -0.9
C -1.825 -0.076 -3.960 1.6 -1.2 1.9
O -0.909 0.126 -3.132 -3.8 -1.1 -3.6
N -2.137 0.871 -5.067 0.5 1.5 -0.8
P -1.230 0.589 -6.537 1.9 -1.4 -1.7
O 0.423 0.876 -6.147 -2.8 0.6 -0.8
O -1.767 1.552 -7.836 1.1 -1.0 2.3
S -1.301 -1.267 -7.174 -0.2 0.8 0.4
C -3.606 0.954 -5.160 -3.7 -0.4 -0.5
O -4.376 1.916 -5.343 3.7 -3.1 0.4
H -4.304 -4.452 -10.217 -0.9 -0.4 1.5
H -6.062 -4.890 -9.897 1.2 0.3 0.8
H -5.309 -3.435 -9.041 0.3 -1.5 -0.5
H -6.733 -5.837 -7.927 1.3 0.6 0.9
H -6.134 -4.295 -7.124 0.4 -1.4 -0.1
H -6.451 -6.030 -5.315 1.1 -0.6 -1.3
H -5.525 -7.342 -6.319 -0.3 1.5 0.4
H -3.712 -6.867 -4.959 -0.7 1.6 -0.5
H -3.475 -5.266 -5.863 -1.2 -0.9 0.6
H -5.556 -5.302 -3.492 1.5 0.6 -0.5
H -3.782 -5.487 -3.046 -0.8 0.9 -1.1
H -6.427 -3.371 -5.171 1.8 0.9 0.6
H -6.216 -0.732 -5.863 1.2 -0.9 0.9
H 0.990 0.585 -6.906 -0.9 0.1 0.8
H -1.616 0.968 -8.626 -0.3 0.4 1.0
C -0.907 0.745 0.175 0.2 0.0 0.3
C -2.045 1.661 -0.234 0.5 -0.2 -0.4
O -2.919 1.927 0.871 -0.1 0.4 0.3
C -2.446 2.786 1.790 -0.1 -0.3 0.0
O -1.376 3.343 1.761 -0.4 -0.1 0.0
O -3.366 2.898 2.765 0.3 0.0 -0.4
C -2.942 3.705 3.863 0.0 0.3 0.4
H -1.300 -0.171 0.624 0.0 0.0 -0.2
H -0.292 0.483 -0.687 -0.1 0.0 0.0
H -0.266 1.215 0.924 -0.1 0.1 -0.1
H -2.647 1.165 -0.999 -0.2 0.1 0.3
H -1.680 2.596 -0.669 0.0 0.0 0.2
H -2.621 4.693 3.528 0.1 -0.2 0.0
H -2.138 3.202 4.405 0.0 0.2 -0.1
H -3.790 3.828 4.538 0.0 -0.2 -0.2
C -4.655 6.841 9.289 0.3 0.1 0.0
C -4.754 5.330 9.182 -0.4 0.4 0.4
O -3.800 4.811 8.247 0.4 -0.3 0.0
C -2.526 4.780 8.675 -0.1 0.1 -0.2
O -2.129 5.141 9.755 -0.1 -0.2 -0.3
O -1.765 4.302 7.675 -0.4 0.1 0.3
C -0.367 4.317 7.962 0.5 -0.1 0.0
H -4.752 7.302 8.303 -0.2 -0.1 0.1
H -5.436 7.232 9.943 0.0 -0.1 -0.1
H -3.688 7.150 9.690 -0.1 -0.1 0.1
H -5.742 5.060 8.803 0.3 -0.1 -0.2
H -4.640 4.846 10.156 0.2 0.1 -0.1
H -0.147 3.791 8.894 -0.1 0.1 -0.1
H -0.009 5.348 8.009 0.0 -0.1 0.1
H 0.149 3.808 7.148 -0.3 0.0 0.0
C 2.167 2.179 -3.377 0.1 -0.3 0.1
C 3.298 3.084 -2.923 -0.5 0.1 -0.5
O 3.944 2.566 -1.754 0.5 -0.3 0.1
C 4.756 1.515 -1.958 -0.4 0.2 0.3
O 4.985 0.987 -3.019 0.1 0.2 0.3
O 5.249 1.135 -0.766 -0.1 0.2 -0.4
C 6.049 -0.045 -0.828 0.3 -0.4 0.1
H 1.462 2.008 -2.559 0.0 0.2 -0.1
H 1.633 2.623 -4.220 0.0 0.0 0.1
H 2.538 1.200 -3.686 0.0 0.1 -0.1
H 2.890 4.060 -2.649 0.2 -0.1 0.3
H 4.027 3.254 -3.721 0.0 -0.2 0.1
H 6.855 0.059 -1.558 -0.2 0.0 0.0
H 5.422 -0.907 -1.068 0.1 0.1 -0.1
H 6.492 -0.201 0.156 -0.2 0.2 0.0
C 1.273 -1.834 11.718 -0.1 0.2 0.2
C 1.939 -1.162 10.532 0.1 -0.6 0.2
O 1.414 0.154 10.315 0.2 0.5 0.1
C 1.826 1.093 11.184 -0.3 -0.2 -0.1
O 2.586 0.925 12.106 -0.2 0.1 -0.4
O 1.220 2.250 10.862 0.2 -0.4 0.0
C 1.490 3.312 11.777 0.0 0.5 0.2
H 0.187 -1.838 11.595 0.1 -0.1 -0.1
H 1.624 -2.862 11.826 0.0 0.0 -0.1
H 1.485 -1.302 12.648 0.1 -0.1 -0.1
H 1.726 -1.736 9.627 -0.1 0.4 0.0
H 3.027 -1.128 10.642 -0.1 0.2 0.1
H 2.564 3.467 11.900 -0.1 -0.2 0.1
H 1.019 3.102 12.740 0.2 0.0 0.0
H 1.053 4.224 11.368 -0.1 -0.3 -0.1
C 9.901 -4.476 -3.770 -0.2 0.1 0.2
C 10.196 -3.838 -5.115 0.4 -0.3 0.4
O 9.016 -3.267 -5.691 -0.1 0.4 0.0
C 8.602 -2.112 -5.140 -0.2 -0.2 -0.1
O 9.133 -1.529 -4.226 -0.1 -0.2 -0.3
O 7.477 -1.732 -5.769 0.6 -0.2 0.1
C 6.871 -0.567 -5.206 -0.3 0.4 0.2
H 9.092 -5.206 -3.862 0.1 -0.1 -0.1
H 10.789 -4.976 -3.378 0.0 0.0 -0.1
H 9.576 -3.733 -3.039 0.1 0.0 -0.1
H 10.543 -4.607 -5.810 -0.3 0.2 -0.1
H 10.990 -3.089 -5.044 -0.2 0.1 0.1
H 7.578 0.264 -5.158 0.0 -0.2 0.1
H 6.477 -0.794 -4.214 0.1 0.2 -0.1
H 6.040 -0.276 -5.850 0.1 -0.3 0.0

---

[3]
101
Properties=species:S:1:pos:R:3:forces:R:3 method="wB97M-V/def2-TZVPD" largest_force_ev_per_a=4.66 total_charge=+1 e_lumo_ev=-3.34 e_homo_ev=-10.58
C -2.644 -3.571 -6.459 0.2 0.0 0.3
C -2.598 -2.382 -5.423 -0.8 -1.3 -0.8
O -1.526 -1.475 -5.712 -1.0 -0.1 1.4
C -1.476 -0.455 -4.692 1.2 -0.4 0.0
C 0.014 -0.457 -4.127 -0.1 1.3 -1.1
C 0.324 0.951 -3.487 -1.3 0.2 0.5
C -0.212 1.097 -1.987 0.9 -0.4 -0.4
C 0.766 0.366 -0.947 -0.2 0.9 -0.4
C 1.614 1.421 -0.087 -2.1 -1.7 0.5
C 0.542 2.264 0.726 1.0 0.5 1.2
C 0.548 3.825 0.483 -0.8 -0.2 -1.1
P -0.557 4.605 1.778 -3.0 -0.1 1.8
O -1.054 3.587 2.761 1.5 0.7 -1.2
O 0.124 5.907 2.533 -0.1 -1.7 -2.0
C 1.477 5.658 2.975 1.1 0.1 1.7
C 1.611 4.536 4.081 -0.4 -0.2 -0.3
O -1.924 5.177 0.993 2.5 -0.5 0.5
C -2.832 4.098 0.679 -2.3 -0.8 -0.5
C -3.992 3.937 1.756 1.3 -0.4 0.0
N 2.427 2.186 -1.080 1.1 -0.5 -0.5
C 3.677 2.810 -0.496 0.8 1.4 0.3
C 3.801 2.683 1.070 0.4 1.0 0.3
C 5.259 3.213 1.445 -1.1 0.8 0.3
C 5.130 4.803 1.528 -0.3 -0.4 0.0
O 6.225 5.482 0.877 -1.6 0.8 -0.1
C 5.745 6.770 0.557 0.7 1.1 0.0
O 6.192 7.760 1.046 0.0 -0.8 -0.1
O 3.519 1.404 1.625 -0.1 0.7 -1.0
C 2.541 0.632 0.912 0.4 -1.3 -0.4
C 3.303 -0.617 0.265 0.0 0.1 0.7
C 2.671 -1.956 0.828 0.4 -0.6 -0.4
C 2.746 -3.183 -0.168 0.5 -0.8 1.1
S 1.097 -3.600 -0.902 -0.3 0.1 -0.1
C 0.661 -5.327 -0.466 0.3 -0.9 0.3
S 1.161 -6.610 -1.352 -0.4 1.3 1.0
N -0.187 -5.497 0.698 -0.7 0.0 0.7
C -1.467 -4.955 0.913 -1.5 0.4 1.9
C -1.938 -5.338 2.229 3.4 -0.3 -3.1
N -0.891 -6.150 2.764 0.1 0.7 -1.3
C 0.095 -6.238 1.866 -1.4 0.3 0.7
H -2.721 -3.213 -7.516 0.1 -0.2 0.9
H -1.742 -4.239 -6.372 -0.8 0.8 -0.1
H -3.542 -4.223 -6.255 0.8 0.8 -0.1
H -2.485 -2.822 -4.394 0.0 0.5 -0.7
H -3.598 -1.862 -5.473 0.9 -0.2 0.1
H -2.181 -0.648 -3.841 0.3 0.1 -0.9
H -1.743 0.510 -5.198 0.4 -0.6 0.7
H 0.193 -1.327 -3.446 -0.1 0.7 -0.6
H 0.664 -0.536 -5.048 -0.6 -0.2 1.0
H 1.398 1.279 -3.585 -0.8 -0.5 0.2
H -0.274 1.713 -4.074 0.8 -0.8 0.4
H -0.300 2.201 -1.805 -0.2 -0.9 0.2
H -1.226 0.623 -1.899 0.9 0.7 -0.2
H 0.170 -0.251 -0.220 0.8 0.4 -0.8
H 1.437 -0.272 -1.596 -0.6 0.3 1.1
H 0.773 2.106 1.821 -0.3 0.2 -1.1
H -0.487 1.829 0.592 1.1 0.6 -0.1
H 0.025 4.002 -0.509 0.5 0.1 1.1
H 1.558 4.295 0.383 -0.8 -0.4 0.4
H 2.197 5.427 2.145 -0.9 0.3 0.4
H 1.827 6.616 3.453 -0.6 -0.9 -0.7
H 2.563 4.725 4.639 -0.8 -0.3 -0.4
H 0.736 4.543 4.792 1.0 0.2 -0.7
H 1.619 3.492 3.647 0.1 1.1 0.4
H -2.327 3.106 0.512 -0.2 1.0 0.3
H -3.364 4.327 -0.292 1.0 0.2 0.9
H -3.604 3.292 2.593 -0.4 0.9 -0.6
H -4.858 3.391 1.300 0.7 0.7 0.3
H -4.263 4.957 2.138 0.0 -1.1 -0.4
H 2.770 1.484 -1.760 -0.4 0.3 0.3
H 1.881 2.845 -1.659 0.0 -0.2 0.6
H 3.633 3.910 -0.740 0.1 -1.1 0.3
H 4.597 2.433 -1.030 -1.1 0.0 0.6
H 3.098 3.419 1.572 0.5 -0.7 -0.7
H 6.023 2.896 0.691 -0.6 0.3 0.8
H 5.510 2.884 2.486 -0.1 -0.1 -1.2
H 4.177 5.174 1.032 0.8 -0.6 0.5
H 5.057 5.131 2.608 0.2 -0.3 -1.1
H 4.938 6.928 -0.223 0.5 -1.2 0.6
H 1.854 0.188 1.692 0.6 0.7 -0.8
H 3.362 -0.577 -0.856 -0.2 -0.2 0.9
H 4.367 -0.576 0.635 -1.1 0.1 -0.4
H 3.276 -2.242 1.738 -0.8 0.4 -0.8
H 1.600 -1.857 1.149 1.0 0.1 -0.3
H 3.079 -4.084 0.427 -0.4 0.9 -0.8
H 3.500 -3.044 -0.983 -0.8 -0.1 0.6
H -2.021 -4.321 0.179 1.0 -0.8 0.6
H -2.889 -5.065 2.731 1.0 -0.5 -0.4
H 1.025 -6.824 2.028 -0.9 0.7 -0.4
C -5.800 -7.829 2.240 0.0 0.0 0.0
C -7.112 -7.457 2.505 0.0 0.0 0.0
C -7.583 -6.218 2.086 0.0 0.0 0.0
C -6.743 -5.355 1.392 0.0 0.0 0.0
C -5.432 -5.729 1.123 0.0 0.0 0.1
C -4.958 -6.964 1.551 0.0 0.0 0.0
H -5.432 -8.793 2.570 0.0 0.0 0.0
H -7.769 -8.132 3.041 0.0 0.0 0.0
H -8.604 -5.926 2.299 0.0 0.0 0.0
H -7.111 -4.391 1.060 0.0 0.0 0.0
H -4.777 -5.056 0.580 0.0 0.0 0.0
H -3.934 -7.253 1.346 0.0 0.0 0.0